# 1
C41H46BrF5LaN11O5S3Te | the ωB97M-V functional and the def2-TZVPD basis

XYZ file:
```
114
Properties=species:S:1:pos:R:3
La 0.07450 0.97683 -0.78637
N 1.75808 5.12361 0.39395
C 0.53319 5.69518 0.15634
C 0.12110 7.01245 0.02420
C -1.21637 7.22506 -0.24541
C -2.10921 6.16149 -0.40500
C -1.71168 4.85066 -0.25408
C -0.37042 4.61258 0.04530
N 0.31351 3.43359 0.23442
C 1.57679 3.77366 0.41302
C 2.63705 2.80160 0.53606
C 3.99179 3.01347 0.50232
S 4.82659 1.52552 0.54135
C 3.31612 0.70905 0.63329
N 2.28347 1.48236 0.61221
H 2.63932 5.60719 0.42234
H 0.81731 7.83162 0.12039
H -1.58020 8.23627 -0.34838
H -3.13845 6.37538 -0.65250
H -2.39343 4.03166 -0.40889
H 4.52144 3.93883 0.40163
H 3.25285 -0.36070 0.71628
C 1.76103 -6.17388 2.76713
C 2.39072 -4.95757 3.46132
C 3.90281 -4.94452 3.19937
C 2.16620 -5.09734 4.96884
C 1.77502 -3.68750 2.89733
C 1.84260 -3.44425 1.53535
C 1.26408 -2.31006 1.01828
Br 1.35639 -2.02440 -0.89887
C 0.59798 -1.30005 1.75457
O 0.08686 -0.27114 1.16196
C 0.56820 -1.55868 3.15941
C 1.12998 -2.72405 3.66045
C -0.06690 -0.62712 4.19016
C -0.57799 0.68194 3.59487
C 0.97363 -0.26261 5.26114
C -1.26298 -1.34376 4.83624
H 2.18083 -7.09547 3.16618
H 1.94127 -6.15128 1.69649
H 0.68578 -6.18319 2.93140
H 4.35597 -5.85860 3.57828
H 4.36221 -4.09557 3.70062
H 4.11568 -4.86883 2.13715
H 2.61712 -6.02317 5.32104
H 1.10397 -5.12932 5.20045
H 2.62651 -4.27322 5.50881
H 2.33391 -4.12389 0.86108
H 1.06204 -2.88947 4.72146
H 0.22883 1.22605 3.11128
H -1.00007 1.30162 4.38548
H -1.34552 0.48408 2.85525
H 1.83033 0.21613 4.79113
H 1.32521 -1.13649 5.80076
H 0.53989 0.42886 5.98143
H -1.99441 -1.59743 4.07128
H -1.73805 -0.69564 5.57074
H -0.95758 -2.26078 5.33213
N 2.76042 -4.67572 -5.87431
C 2.13263 -3.51159 -5.52154
C 2.68258 -2.66698 -4.55376
C 2.03371 -1.51579 -4.15901
C 0.81259 -1.18507 -4.72397
C 0.24991 -2.01827 -5.68106
C 0.89761 -3.16405 -6.08088
S -0.25874 0.12451 -4.19317
O 0.37395 1.48312 -4.15522
O -1.38251 0.19629 -5.08331
N -0.71643 -0.09660 -2.68206
C -1.35594 -1.23154 -2.37639
N -1.72833 -1.35036 -1.08380
C -2.25322 -2.50444 -0.72248
C -2.45677 -3.54857 -1.61324
C -2.09673 -3.29877 -2.92790
N -1.55616 -2.15979 -3.31688
H 3.73598 -4.76540 -5.64354
H 2.47681 -5.10542 -6.73951
H 3.62600 -2.92391 -4.09929
H 2.52215 -0.89976 -3.42367
H -0.70573 -1.74449 -6.09253
H 0.44902 -3.80928 -6.82130
H -2.51027 -2.59264 0.32535
H -2.87251 -4.48951 -1.29692
H -2.22943 -4.03752 -3.70633
F 2.51865 0.97680 -5.17942
Te 2.21857 1.62486 -3.32838
F 2.24784 3.26071 -4.38990
F 4.06514 0.82924 -3.43351
F 1.09044 2.99617 -2.24316
F 3.46218 2.81062 -2.28620
O 1.90726 0.51754 -1.99523
N -1.07292 4.22316 -3.52163
C -1.71001 3.05309 -3.26469
N -2.60108 2.63743 -4.21266
O -1.62742 2.47525 -2.17820
H -0.95141 4.51438 -4.47827
H -0.29530 4.43372 -2.91155
H -2.47881 2.95876 -5.15991
H -2.84962 1.66171 -4.15192
N -6.92689 1.36029 2.60556
C -6.02202 2.34489 2.47064
S -6.34203 3.87877 2.96558
C -4.74809 2.02044 1.81582
C -3.57241 2.65821 2.20551
C -2.39477 2.36459 1.54012
N -2.31334 1.52542 0.50877
C -3.43910 0.93222 0.12889
C -4.66291 1.11866 0.75478
H -7.79833 1.56330 3.06744
H -6.68537 0.39889 2.43356
H -3.59556 3.36535 3.01956
H -1.47425 2.83610 1.84719
H -3.36290 0.25917 -0.71231
H -5.54098 0.60506 0.38781
```

The spin multiplicity is 1. For the HOMO energy, the calculation gives -7.236 eV. The energy above the lowest of the compared OMol25 structures with the same formula, charge and spin is 1.482 eV. The total energy comes out at -194187.4754 eV. The calculation puts the HOMO-LUMO gap at 6.600 eV. As for the LUMO energy: -0.023 hartree.

---

# 2
C20H21CsN5O2 | the ωB97M-V functional and the def2-TZVPD basis

XYZ file:
```
49
Properties=species:S:1:pos:R:3
Cs -0.02736 0.09331 0.00543
O 1.15791 7.45824 0.00070
C 0.01340 6.98717 0.00021
O -1.12200 7.47908 0.00070
C -0.00110 5.40910 -0.00006
C -1.19368 4.71436 -0.00013
C -1.17593 3.32338 -0.00033
N -0.02275 2.63768 -0.00047
C 1.14159 3.30479 -0.00034
C 1.18067 4.69579 -0.00014
C 2.40639 2.52031 -0.00029
C 3.64869 3.16707 -0.00023
C 4.81246 2.42725 -0.00016
C 4.73590 1.04039 -0.00017
C 3.47587 0.48266 -0.00020
N 2.34163 1.17869 -0.00022
C -2.45156 2.55497 -0.00027
C -3.68590 3.21251 -0.00020
C -4.85512 2.47822 -0.00016
C -4.78736 1.09198 -0.00019
C -3.53074 0.52239 -0.00024
N -2.39506 1.21517 -0.00027
H -2.09173 5.31500 -0.00001
H 2.08775 5.28245 -0.00003
H 3.71384 4.24300 -0.00028
H 5.77050 2.92996 -0.00009
H 5.62423 0.42486 -0.00015
H 3.36276 -0.60205 -0.00016
H -3.74579 4.28898 -0.00019
H -5.81058 2.98586 -0.00009
H -5.67876 0.48120 -0.00013
H -3.42637 -0.56132 -0.00021
N 1.77687 -5.47132 -0.00841
C 1.00522 -5.10517 -1.24456
C 0.72703 -3.59942 -1.20701
N 0.02647 -3.19312 -0.00004
C 0.73862 -3.59931 1.20015
C 1.01725 -5.10506 1.23513
H 2.65859 -4.95452 -0.01274
H 2.01162 -6.46404 -0.00950
H 0.07484 -5.67075 -1.22815
H 1.57921 -5.39281 -2.12409
H 0.14559 -3.32626 -2.08603
H 1.67663 -3.05438 -1.25862
H -0.92207 -3.55132 0.00456
H 0.16574 -3.32616 2.08477
H 1.68868 -3.05427 1.24245
H 0.08675 -5.67063 1.22778
H 1.59976 -5.39260 2.10908
```

The spin multiplicity is 1. For the HOMO energy, the calculation gives -8.966 eV. The net charge is +1. The energy above the lowest of the compared OMol25 structures with the same formula, charge and spin is 1.955 eV. The total energy comes out at -33166.7184 eV. The calculation puts the HOMO-LUMO gap at 4.954 eV. As for the LUMO energy: -0.147 hartree.

---

# 3
C4H3HoLi2O2 | the ωB97M-V functional and the def2-TZVPD basis

XYZ file:
```
12
Properties=species:S:1:pos:R:3
C -1.20757 1.01128 -0.38220
O -1.65879 1.49796 0.71929
Ho 1.88618 1.68408 -0.78873
Li -2.91381 0.68361 1.71705
H 0.04475 0.05000 -0.73783
C -0.85707 -0.41619 -0.44432
C 0.25308 -1.50233 -0.17023
C 1.60598 -1.30002 -0.29558
O 2.41620 -0.56218 -1.16153
Li 0.29453 0.85432 2.04497
H -2.11754 -0.10526 -0.86987
H 2.25405 -1.89527 0.36897
```

The spin multiplicity is 6. For the HOMO energy (alpha / beta), the calculation gives -9.207 / -11.063 eV. The net charge is +1. The energy above the lowest of the compared OMol25 structures with the same formula, charge and spin is 5.651 eV. The total energy comes out at -34481.4731 eV. The expectation value of S² is 8.762. The calculation puts the HOMO-LUMO gap (alpha / beta) at 4.764 / 6.535 eV. As for the LUMO energy (alpha / beta): -0.163 / -0.166 hartree.

---

# 4
CH2OS | the ωB97M-V functional and the def2-TZVPD basis

XYZ file:
```
5
Properties=species:S:1:pos:R:3
C 0.01541 -0.12935 0.17014
O 1.02702 -0.97361 -0.00696
S 1.47012 0.71340 -0.10359
H -1.90867 0.48203 -1.10893
H -0.60389 -0.09247 1.04934
```

The spin multiplicity is 1. For the HOMO energy (alpha / beta), the calculation gives -8.836 / -9.509 eV. The energy above the lowest of the compared OMol25 structures with the same formula, charge and spin is 6.046 eV. The total energy comes out at -13945.6247 eV. The calculation puts the HOMO-LUMO gap (alpha / beta) at 8.101 / 8.869 eV. As for the LUMO energy (alpha / beta): -0.027 / -0.024 hartree.

---

# 5
C20H25BrN17O2Sc | the ωB97M-V functional and the def2-TZVPD basis

XYZ file:
```
66
Properties=species:S:1:pos:R:3
Sc -0.77860 0.67790 0.47480
N 1.50540 3.29820 0.20190
C 0.72980 2.89440 1.27980
N -0.17960 3.60440 1.93710
N -0.86770 2.73790 2.63560
N -0.41740 1.54150 2.45710
N 0.64260 1.58460 1.61000
C 1.10710 2.69500 -0.98010
N 1.54380 2.96980 -2.19690
N 0.94250 2.08190 -2.98930
N 0.19250 1.30040 -2.32390
N 0.24660 1.63530 -1.02500
H 1.69840 4.29100 0.13480
C -2.69070 3.95680 0.10270
O -2.30100 2.59850 -0.14020
C -3.27430 1.64160 -0.34780
C -4.59490 1.96520 -0.28190
C -5.68650 1.01980 -0.09590
Br -7.40610 1.89920 0.16960
C -5.28460 -1.10960 -0.33950
C -3.93640 -1.62830 -0.65920
C -2.81220 -0.84350 -0.61740
O -1.54470 -1.43370 -0.54870
C -3.92380 -3.08290 -0.62880
N -4.88460 -3.70760 0.00060
C -4.61560 -5.04270 -0.10390
C -5.33410 -6.12850 0.38430
C -4.84840 -7.38360 0.10240
C -3.67470 -7.55570 -0.63550
C -2.94010 -6.48860 -1.11820
C -3.42730 -5.22190 -0.84730
N -2.97240 -3.94290 -1.14510
H -3.36800 4.02780 0.95490
H -3.13340 4.39580 -0.79380
H -1.77730 4.48400 0.36960
H -4.86220 3.00140 -0.20800
H -5.96500 -1.96480 -0.28590
H -1.62780 -2.40540 -0.52610
H -6.23330 -5.97280 0.95470
H -5.37990 -8.25240 0.45700
H -3.33710 -8.55820 -0.83560
H -2.03300 -6.64450 -1.68100
H -2.31650 -3.75610 -1.89020
N 4.97530 1.09010 -2.57990
C 4.53480 0.21910 -1.44840
C 2.98820 0.19190 -1.43180
N 2.34020 -0.32770 -0.24370
H 5.99610 1.22090 -2.58730
H 4.51960 2.01510 -2.51340
H 4.68990 0.68080 -3.48080
H 4.90630 0.65050 -0.51590
H 4.96520 -0.77530 -1.57720
H 2.61250 -0.36620 -2.29370
H 2.69490 1.23570 -1.53330
H 2.65370 0.16590 0.59020
H 2.54200 -1.31580 -0.12220
N -6.48180 -0.41300 1.83590
C -5.42480 -0.17690 0.95100
N -5.78030 -0.00780 -1.23600
N -4.21680 -0.03930 1.63820
C -3.06710 0.08810 1.79540
N -2.59320 0.48560 -0.55900
H -7.31810 -0.80270 1.42750
H -6.23700 -0.85990 2.70720
H -6.73080 -0.14260 -1.59860
H -5.16030 0.20950 -2.02570
```

The spin multiplicity is 1. For the HOMO energy, the calculation gives -12.521 eV. The net charge is +2. The energy above the lowest of the compared OMol25 structures with the same formula, charge and spin is 6.116 eV. The total energy comes out at -141298.5483 eV. The calculation puts the HOMO-LUMO gap at 7.391 eV. As for the LUMO energy: -0.189 hartree.

---

# 6
Cl5OP2 | the ωB97M-V functional and the def2-TZVPD basis

XYZ file:
```
8
Properties=species:S:1:pos:R:3
O -1.42756 -0.07530 -1.63650
P -0.90806 -0.06405 0.31893
P 1.36130 0.18301 0.29773
Cl -1.60063 1.41685 1.35926
Cl -1.19451 -1.76165 1.19752
Cl 1.75099 1.95372 -0.42098
Cl 2.21515 -0.03145 2.06242
Cl 1.99846 -1.17767 -0.93788
```

The spin multiplicity is 1. For the HOMO energy (alpha / beta), the calculation gives -14.120 / -14.121 eV. The net charge is +1. The energy above the lowest of the compared OMol25 structures with the same formula, charge and spin is 4.080 eV. The total energy comes out at -83229.1863 eV. The calculation puts the HOMO-LUMO gap (alpha / beta) at 8.417 / 8.417 eV. As for the LUMO energy (alpha / beta): -0.210 / -0.210 hartree.

---

# 7
C28H56Cl2F3N8O11S2 | the ωB97M-V functional and the def2-TZVPD basis

XYZ file:
```
110
Properties=species:S:1:pos:R:3
N -22.98672 14.33774 -25.54386
S -23.64758 13.20626 -24.72432
O -25.05470 13.30761 -24.39942
O -22.84291 12.61539 -23.70470
F -23.64145 12.09944 -25.88230
S -24.21916 15.52496 -25.42601
O -24.49405 16.11825 -24.15287
O -25.32300 15.24434 -26.31308
F -23.38936 16.69509 -26.18349
C -24.79463 20.52932 -26.94029
C -26.31071 20.60333 -27.03180
O -26.91585 21.35310 -27.78340
N -27.01134 19.79466 -26.18422
C -26.48946 18.52679 -25.59976
H -24.61698 20.48830 -25.86630
H -24.39221 21.44016 -27.37677
H -24.38628 19.69801 -27.51134
H -28.01358 19.77269 -26.26577
H -26.94916 18.46087 -24.61715
H -25.40679 18.45071 -25.57050
H -26.77474 17.66113 -26.20106
C -20.08607 11.42871 -22.49211
C -19.06808 12.29657 -21.76244
O -18.21033 12.89702 -22.38411
N -19.01421 12.28899 -20.39041
C -19.68781 11.36768 -19.47993
H -20.84283 11.07467 -21.79601
H -19.56468 10.51532 -22.78567
H -20.45197 11.94294 -23.37300
H -18.36725 12.96790 -20.02643
H -18.94013 10.74660 -18.98626
H -20.45606 10.74128 -19.92211
H -20.20824 11.97684 -18.73628
C -22.20152 6.13495 -21.67770
C -21.78754 7.46584 -22.22325
O -21.01103 8.20814 -21.64553
N -22.51122 7.87385 -23.30210
C -22.22130 9.17597 -23.90231
H -23.03047 6.31520 -20.98839
H -21.34445 5.64332 -21.22663
H -22.68600 5.47859 -22.40400
H -23.34617 7.37587 -23.54780
H -21.22273 9.16275 -24.32730
H -22.35114 10.03409 -23.24231
H -22.97753 9.42940 -24.64808
C -19.22529 14.02518 -25.65514
C -19.37205 15.28961 -24.83016
O -18.39270 15.83311 -24.33600
N -20.61180 15.80766 -24.87667
C -20.99408 17.07338 -24.28864
H -20.16802 13.49076 -25.74271
H -18.35342 13.41945 -25.41772
H -18.92901 14.38768 -26.64376
H -21.34165 15.11307 -25.07247
H -20.19351 17.40032 -23.62354
H -21.83840 16.91259 -23.61608
H -21.20785 17.86655 -25.00270
C -23.66014 13.62816 -28.86804
C -22.30773 14.24031 -29.09966
O -21.54147 13.73294 -29.91340
N -21.95053 15.20456 -28.22936
C -20.77147 16.01253 -28.44461
H -24.32042 14.19817 -28.21139
H -23.58333 12.61712 -28.48039
H -24.27014 13.62378 -29.77433
H -22.42020 15.17747 -27.32883
H -20.76164 16.77594 -27.66702
H -20.74650 16.49646 -29.42241
H -19.78228 15.54984 -28.41690
C -21.07120 10.85511 -27.57744
C -20.12642 9.71134 -27.20351
O -18.92135 9.85779 -27.26965
N -20.76553 8.56097 -26.90293
C -20.02132 7.37825 -26.53581
H -22.12629 10.58320 -27.62794
H -20.76235 11.33818 -28.50334
H -20.98704 11.62399 -26.80903
H -21.76040 8.54144 -27.01501
H -19.86141 7.33843 -25.45246
H -19.04479 7.24190 -26.99084
H -20.64706 6.50465 -26.72804
C -26.05691 11.32486 -28.11882
C -26.86813 11.13911 -29.40836
O -26.47780 10.30745 -30.21773
N -27.95227 11.92069 -29.50492
C -28.91967 11.93866 -30.57072
H -26.54765 10.86582 -27.25858
H -26.10328 12.40494 -27.94610
H -25.02830 10.99453 -28.17534
H -28.16870 12.34812 -28.61768
H -29.62199 11.11424 -30.71179
H -28.35941 11.87101 -31.50901
H -29.43950 12.89082 -30.64549
C -26.60006 13.37382 -21.56542
Cl -25.00377 13.07432 -20.88425
Cl -27.22935 11.99682 -22.49012
H -27.28206 13.60761 -20.75540
H -26.52382 14.19558 -22.27062
F -29.78999 12.55048 -27.50047
C -29.70671 13.13062 -26.28255
C -30.84313 13.00989 -25.46652
C -30.83198 13.62859 -24.22708
C -29.74712 14.37432 -23.80654
C -28.59543 14.40078 -24.60913
C -28.54397 13.74972 -25.82941
H -31.67787 12.49263 -25.91797
H -31.78115 13.58538 -23.70589
H -29.75672 14.92881 -22.87934
H -27.77005 15.00575 -24.25785
H -27.66656 13.87987 -26.45062
```

The spin multiplicity is 1. For the HOMO energy, the calculation gives -6.818 eV. The net charge is -1. The total energy comes out at -119259.6635 eV. The calculation puts the HOMO-LUMO gap at 8.766 eV. As for the LUMO energy: 0.072 hartree.

---

# 8
C5H13NOS | the ωB97M-V functional and the def2-TZVPD basis

XYZ file:
```
21
Properties=species:S:1:pos:R:3
C 0.92018 0.41779 -0.75324
N 0.59423 1.43278 0.27096
C 1.22811 2.68230 0.05466
O 0.84273 3.40703 -1.12180
C -0.14567 -0.66303 -0.87456
C -0.81406 -0.98344 0.46462
C -0.82536 -2.51022 0.68434
S -1.37889 -3.31305 2.17152
H 1.19135 0.90684 -1.69162
H 1.85155 -0.04461 -0.42231
H -0.41848 1.51887 0.23917
H 1.05620 3.33211 0.90498
H 2.27560 2.51684 -0.13863
H -0.08519 3.66780 -1.15135
H -0.95849 -0.28352 -1.50512
H 0.29493 -1.51849 -1.36916
H -0.22591 -0.64633 1.29601
H -1.80532 -0.57298 0.63714
H -1.09793 -2.97619 -0.26537
H 0.19792 -2.90769 0.59227
H -2.69751 -3.46282 1.97746
```

The spin multiplicity is 1. For the HOMO energy, the calculation gives -9.125 eV. The energy above the lowest of the compared OMol25 structures with the same formula, charge and spin is 1.444 eV. The total energy comes out at -19767.6574 eV. The calculation puts the HOMO-LUMO gap at 9.952 eV. As for the LUMO energy: 0.030 hartree.

---

The following max |F| values (in eV Å⁻¹) correspond, in order, to the records above: 9.7; 3.8; 3.7; 1.5; 2.0; 8.0; 4.7; 2.3.